One molecule with the formula C5H13NO in a non-equilibrium geometry, computed with wB97M-V/def2-TZVPD.

Results
SMILES	CC[C@@H](CO)NC
frontier orbital gap	9.82	eV
E_HOMO	-8.85	eV
charge	0

Last column: natural (NBO) charge in e.
Cartesian coordinates (Å):
C (1.082, -1.154, -1.904)  -0.42
N (1.153, 0.134, -1.243)  -0.62
C (-1.325, -0.963, 1.462)  -0.62
C (0.063, -0.496, 0.939)  -0.43
C (0.098, 0.407, -0.290)  -0.08
C (0.050, 1.888, 0.089)  -0.05
O (-1.242, 2.327, 0.461)  -0.72
H (1.691, -1.084, -2.819)  0.20
H (0.057, -1.373, -2.224)  0.20
H (1.471, -2.038, -1.376)  0.17
H (2.055, 0.238, -0.806)  0.35
H (-1.531, -1.920, 1.017)  0.21
H (-1.461, -0.858, 2.534)  0.21
H (-2.112, -0.317, 1.071)  0.20
H (0.600, -0.069, 1.795)  0.20
H (0.623, -1.399, 0.720)  0.21
H (-0.856, 0.235, -0.798)  0.19
H (0.373, 2.500, -0.748)  0.19
H (0.782, 2.081, 0.873)  0.15
H (-1.571, 1.863, 1.247)  0.47

A 8-piece molecular cluster, C14H38N14O6 overall in a non-equilibrium geometry, computed with wB97M-V/def2-TZVPD.

Results
SMILES	NC(N)=O.NC(N)=O.NC(N)=O.NC(N)=O.NC(N)=O.NC(N)=O.CCCC#N.CCCC#N
frontier orbital gap	10.00	eV
E_HOMO	-9.52	eV
charge	0

Last column: Löwdin charge in e.
Cartesian coordinates (Å):
C (-0.869, 1.843, 4.047)  -0.12
C (-2.085, 2.367, 4.749)  -0.25
C (-3.098, 2.879, 3.725)  -0.19
C (-3.340, 1.892, 2.622)  -0.25
N (-3.914, 1.218, 1.890)  0.14
H (-0.999, 0.810, 3.730)  0.08
H (-0.073, 1.854, 4.739)  0.06
H (-0.602, 2.378, 3.100)  0.06
H (-1.833, 3.248, 5.378)  0.12
H (-2.584, 1.564, 5.322)  0.12
H (-2.938, 3.855, 3.223)  0.10
H (-4.109, 2.938, 4.075)  0.10
C (1.673, -7.295, 1.284)  -0.11
C (2.086, -5.858, 1.356)  -0.28
C (1.376, -5.132, 2.520)  -0.18
C (1.759, -3.703, 2.535)  -0.21
N (2.128, -2.609, 2.602)  0.14
H (1.919, -7.787, 2.278)  0.11
H (2.224, -7.778, 0.567)  0.04
H (0.647, -7.384, 1.006)  0.07
H (1.838, -5.299, 0.402)  0.12
H (3.164, -5.688, 1.472)  0.11
H (1.746, -5.534, 3.477)  0.13
H (0.301, -5.211, 2.443)  0.11
C (1.987, 1.517, 1.715)  -0.66
O (0.941, 1.070, 1.241)  -0.04
N (2.235, 2.852, 1.912)  0.17
N (2.981, 0.663, 1.933)  0.18
H (1.365, 3.422, 1.885)  0.06
H (2.930, 3.142, 2.613)  0.11
H (3.771, 0.731, 2.543)  0.11
H (2.664, -0.257, 1.671)  0.07
C (2.556, 4.248, -4.341)  -0.71
O (2.903, 5.259, -4.852)  0.06
N (1.297, 3.716, -4.489)  0.16
N (3.417, 3.452, -3.619)  0.15
H (1.029, 2.748, -4.312)  0.06
H (0.711, 4.195, -5.119)  0.08
H (2.973, 2.780, -3.024)  0.08
H (4.103, 3.978, -3.143)  0.08
C (-1.116, -0.261, -1.264)  -0.61
O (-1.840, -0.794, -2.150)  -0.07
N (-0.309, 0.767, -1.530)  0.17
N (-1.150, -0.760, 0.046)  0.19
H (0.364, 1.123, -0.821)  0.09
H (0.046, 0.791, -2.514)  0.06
H (-1.614, -1.614, 0.260)  0.07
H (-0.685, -0.213, 0.757)  0.06
C (0.412, -0.113, -4.877)  -0.62
O (0.799, 0.712, -4.031)  -0.02
N (1.092, -0.286, -6.030)  0.16
N (-0.582, -1.019, -4.770)  0.19
H (0.658, -0.933, -6.622)  0.07
H (1.810, 0.359, -6.381)  0.13
H (-0.806, -1.599, -5.576)  0.12
H (-1.106, -1.034, -3.937)  0.04
C (-2.033, -3.952, -0.665)  -0.77
O (-1.966, -4.847, 0.142)  0.02
N (-1.020, -3.600, -1.488)  0.16
N (-3.121, -3.230, -0.831)  0.17
H (-0.923, -2.706, -1.915)  0.05
H (-0.164, -4.098, -1.236)  0.11
H (-3.859, -3.367, -0.172)  0.11
H (-3.139, -2.448, -1.477)  0.09
C (-1.091, 4.134, 1.029)  -0.64
O (-0.133, 4.417, 1.747)  -0.01
N (-2.283, 4.899, 1.048)  0.12
N (-1.167, 2.977, 0.340)  0.18
H (-1.996, 5.921, 1.146)  0.14
H (-2.889, 4.774, 0.255)  0.08
H (-0.502, 2.238, 0.564)  0.05
H (-1.962, 2.679, -0.205)  0.10

One molecule with the formula C4H6N2O in a non-equilibrium geometry, computed with wB97M-V/def2-TZVPD.

Results
SMILES	[H]/N=C/OCCC#N
frontier orbital gap	10.99	eV
E_HOMO	-10.11	eV
charge	0

Last column: natural (NBO) charge in e.
Cartesian coordinates (Å):
N (-1.362, 0.770, 0.661)  -0.74
C (-1.454, 0.185, -0.457)  0.42
O (-0.758, -0.934, -0.739)  -0.49
C (0.272, -1.250, 0.190)  -0.06
C (1.279, -0.078, 0.380)  -0.54
C (0.956, 1.063, -0.478)  0.31
N (0.703, 1.871, -1.265)  -0.35
H (-1.831, 1.671, 0.633)  0.37
H (-2.011, 0.502, -1.340)  0.17
H (0.776, -2.117, -0.242)  0.20
H (-0.165, -1.531, 1.152)  0.20
H (1.313, 0.227, 1.428)  0.26
H (2.284, -0.379, 0.076)  0.25